C25H45AlBr3ClFInMgN4O10P | ωB97M-V/def2-TZVPD

```
! wB97M-V def2-TZVPD RIJCOSX def2/J DEFGRID3
* xyz 1 1
C -1.761 -3.625 3.779
C -1.881 -5.097 4.303
F -0.822 -5.306 5.218
C -1.694 -6.119 3.115
In 0.510 -6.597 2.928
H -1.557 -2.954 4.733
H -2.712 -3.244 3.325
H -0.875 -3.492 3.070
H -2.816 -5.273 4.908
H -2.170 -5.735 2.167
H -2.261 -7.052 3.416
H 1.544 -5.803 4.186
H 1.135 -6.086 1.321
H 0.685 -8.373 3.229
Al 0.066 -3.088 1.706
Br 2.157 -2.347 -1.589
C 1.066 -2.088 -3.177
C -0.307 -1.616 -2.775
Br -1.362 -3.100 -2.068
H 1.062 -3.028 -3.725
H 1.583 -1.335 -3.770
H -0.864 -1.249 -3.637
H -0.286 -0.844 -2.008
N -5.698 -5.498 2.040
C -5.540 -6.087 0.844
C -5.685 -7.447 0.633
C -6.008 -8.255 1.715
C -6.177 -7.677 2.965
C -6.013 -6.310 3.073
H -5.284 -5.419 0.030
H -5.547 -7.866 -0.354
H -6.128 -9.323 1.586
H -6.428 -8.274 3.831
H -6.137 -5.808 4.034
N -4.192 -1.055 -2.815
O -3.880 -0.354 -1.802
O -3.496 -1.023 -3.824
O -5.200 -1.745 -2.760
C 7.281 0.005 1.139
C 6.520 -0.710 0.054
O 6.972 -0.856 -1.071
N 5.288 -1.203 0.360
C 4.585 -1.130 1.625
H 8.240 0.339 0.747
H 6.722 0.880 1.477
H 7.466 -0.670 1.976
H 4.838 -1.669 -0.413
H 4.378 -2.148 1.966
H 3.639 -0.607 1.467
H 5.162 -0.608 2.383
Br -2.651 -1.430 4.527
Mg -7.132 -4.210 3.183
Cl -2.662 0.021 0.082
O -1.797 6.097 1.847
P -0.817 5.770 0.724
O -1.775 6.109 -0.594
C -2.515 7.326 -0.672
C -1.751 8.397 -1.425
O -0.968 4.123 0.755
C -1.387 3.465 1.947
C -2.884 3.214 1.922
O 0.511 5.495 -0.301
C 1.259 6.571 -0.842
C 1.690 7.587 0.195
H -2.797 7.690 0.317
H -3.438 7.099 -1.211
H -0.866 8.710 -0.865
H -2.375 9.280 -1.580
H -1.419 8.031 -2.398
H -1.095 4.036 2.830
H -0.857 2.510 1.999
H -3.447 4.096 1.615
H -3.243 2.892 2.902
H -3.117 2.433 1.192
H 0.697 7.035 -1.654
H 2.151 6.134 -1.299
H 0.833 7.987 0.749
H 2.210 8.420 -0.283
H 2.363 7.130 0.923
C 4.803 1.510 -2.948
C 4.904 0.785 -4.129
C 4.479 1.344 -5.327
C 3.956 2.633 -5.328
C 3.845 3.362 -4.150
C 4.271 2.795 -2.956
N 3.529 3.236 -6.591
O 3.622 2.564 -7.599
O 3.107 4.375 -6.560
H 5.142 1.072 -2.016
H 5.319 -0.216 -4.116
H 4.562 0.772 -6.242
H 3.434 4.364 -4.148
H 4.191 3.354 -2.032
*
```

Results
- HOMO-LUMO gap (eV) = 2.25
- electronic energy (Ha) = -11206.1078
- ΔE to the lowest compared entry with this formula, charge and spin (kJ/mol) = 463.2

C3H4N2O | ωB97M-V/def2-TZVPD

```
! wB97M-V def2-TZVPD RIJCOSX def2/J DEFGRID3
* xyz 0 1
N -1.699 0.176 0.648
C -0.416 0.166 0.180
C 0.588 -0.763 0.145
C 1.510 -0.170 -0.754
N 1.151 1.017 -1.160
O -0.076 1.242 -0.536
H -2.183 1.057 0.572
H -1.937 -0.397 1.440
H 0.660 -1.715 0.648
H 2.402 -0.612 -1.182
*
```

Results
- HOMO-LUMO gap (eV) = 9.45
- electronic energy (Ha) = -301.4213
- ΔE to the lowest compared entry with this formula, charge and spin (kJ/mol) = 173.2

C17H17NSn | ωB97M-V/def2-TZVPD

```
! wB97M-V def2-TZVPD RIJCOSX def2/J DEFGRID3
* xyz 0 1
C -1.376 1.079 -3.679
C -0.038 1.075 -4.138
C 0.722 1.977 -3.339
C -0.199 2.587 -2.374
C -1.488 1.981 -2.599
Sn 0.518 0.681 -1.216
N -1.697 -2.603 -1.632
C -1.458 -3.927 -1.833
C -0.274 -2.871 -1.769
H 1.769 2.249 -3.493
H 0.326 0.546 -5.015
H -0.016 3.517 -1.822
H -2.429 2.287 -2.130
H -2.202 0.571 -4.179
H 0.190 -2.494 -2.694
H -1.713 -4.279 -2.836
H -1.992 -2.181 -0.734
H 0.372 -2.873 -0.876
H -1.546 -4.624 -0.988
C 2.527 -0.833 3.860
C 2.557 -1.298 2.524
C 1.657 -0.804 1.589
C 0.701 0.189 1.936
C -0.145 0.839 0.996
C -1.165 1.674 1.391
C -1.215 2.124 2.749
C -0.285 1.657 3.666
C 0.662 0.653 3.315
C 1.598 0.128 4.245
H 3.241 -1.231 4.583
H 3.296 -2.043 2.219
H 1.687 -1.174 0.556
H -1.926 2.024 0.692
H -1.982 2.840 3.064
H -0.255 2.038 4.692
H 1.577 0.516 5.270
*
```

Results
- HOMO-LUMO gap (eV) = 6.76
- electronic energy (Ha) = -926.8964

C19H28BN7PdSi | ωB97M-V/def2-TZVPD

```
! wB97M-V def2-TZVPD RIJCOSX def2/J DEFGRID3
* xyz 2 3
C -0.259 1.477 -2.552
N 0.102 1.376 -1.252
N 1.483 1.199 -1.196
C 1.953 1.318 -2.464
C 0.899 1.454 -3.347
B 2.469 1.323 0.047
N 1.742 2.308 1.029
N 0.370 2.540 1.101
C 0.163 3.724 1.708
C 1.403 4.301 1.999
C 2.360 3.427 1.515
Pd -1.223 1.409 0.410
N 3.406 0.097 0.569
N 3.053 -1.010 1.340
C 4.166 -1.755 1.501
C 5.273 -1.151 0.849
C 4.757 0.020 0.293
H 4.185 -2.687 2.059
H 5.266 0.801 -0.254
H 6.281 -1.522 0.794
H 3.380 2.011 -0.415
H 3.431 3.543 1.457
H 3.022 1.287 -2.612
H 1.563 5.234 2.505
H 0.956 1.482 -4.417
H -0.836 4.120 1.872
H -1.281 1.541 -2.897
H -1.543 1.405 2.287
C -2.546 1.651 1.861
H -2.787 2.598 2.350
H -2.662 1.928 0.732
H -3.226 0.835 2.094
C -0.405 -1.215 2.660
Si -1.278 -1.904 1.158
C -0.157 -3.299 0.616
C -2.985 -2.558 1.550
N -1.543 -0.634 -0.037
C -2.046 -0.937 -1.268
C -1.383 -1.919 -2.064
C -1.868 -2.245 -3.321
C -2.995 -1.586 -3.831
C -3.669 -0.628 -3.061
C -3.200 -0.294 -1.791
H -0.233 -2.049 3.359
H -0.964 -0.439 3.192
H 0.584 -0.821 2.384
H -0.088 -4.004 1.460
H -0.522 -3.854 -0.256
H 0.856 -2.927 0.404
H -3.679 -1.745 1.801
H -3.408 -3.108 0.698
H -2.920 -3.245 2.405
H -0.469 -2.361 -1.665
H -1.356 -3.018 -3.900
H -3.337 -1.816 -4.840
H -4.565 -0.135 -3.445
H -3.689 0.460 -1.172
*
```

Results
- HOMO-LUMO gap (alpha / beta) (eV) = 7.12 / 4.97
- electronic energy (Ha) = -1565.6618

What did the third record say?
C17H17NSn | ωB97M-V/def2-TZVPD

```
! wB97M-V def2-TZVPD RIJCOSX def2/J DEFGRID3
* xyz 0 1
C -1.376 1.079 -3.679
C -0.038 1.075 -4.138
C 0.722 1.977 -3.339
C -0.199 2.587 -2.374
C -1.488 1.981 -2.599
Sn 0.518 0.681 -1.216
N -1.697 -2.603 -1.632
C -1.458 -3.927 -1.833
C -0.274 -2.871 -1.769
H 1.769 2.249 -3.493
H 0.326 0.546 -5.015
H -0.016 3.517 -1.822
H -2.429 2.287 -2.130
H -2.202 0.571 -4.179
H 0.190 -2.494 -2.694
H -1.713 -4.279 -2.836
H -1.992 -2.181 -0.734
H 0.372 -2.873 -0.876
H -1.546 -4.624 -0.988
C 2.527 -0.833 3.860
C 2.557 -1.298 2.524
C 1.657 -0.804 1.589
C 0.701 0.189 1.936
C -0.145 0.839 0.996
C -1.165 1.674 1.391
C -1.215 2.124 2.749
C -0.285 1.657 3.666
C 0.662 0.653 3.315
C 1.598 0.128 4.245
H 3.241 -1.231 4.583
H 3.296 -2.043 2.219
H 1.687 -1.174 0.556
H -1.926 2.024 0.692
H -1.982 2.840 3.064
H -0.255 2.038 4.692
H 1.577 0.516 5.270
*
```

Results
- HOMO-LUMO gap (eV) = 6.76
- electronic energy (Ha) = -926.8964

Question: Which of these has the highest electronic energy?
Answer: C3H4N2O